{"formula": "C4H13N3O", "method": "ωB97M-V/def2-TZVPD", "symbols": ["C", "C", "C", "C", "N", "N", "N", "O", "H", "H", "H", "H", "H", "H", "H", "H", "H", "H", "H", "H", "H"], "coordinates": [[0.3935, 1.4057, 0.1782], [2.0539, -0.7224, 0.8360], [-1.6152, -0.1356, -2.1539], [-0.3413, -1.3274, 1.2899], [-0.5426, -0.2302, -1.2092], [0.1480, 0.9608, -1.0869], [-0.7141, 1.8188, 0.9195], [0.8358, -0.1822, 1.3330], [0.9412, 1.0307, -1.7245], [1.2878, 2.0050, 0.3031], [-1.5414, 1.3172, 0.6240], [-0.5800, 1.7324, 1.9183], [2.8329, 0.0299, 0.9566], [2.3493, -1.5952, 1.4215], [1.9166, -0.9946, -0.2141], [-1.9344, -1.1491, -2.4054], [-2.5197, 0.3982, -1.7822], [0.0038, -1.9745, 2.0966], [-1.3184, -0.8846, 1.4394], [-0.3607, -1.8639, 0.3460], [-1.2950, 0.3610, -3.0858]], "forces_ev_per_a": [[-2.24, 1.44, -2.69], [-0.36, -0.28, 0.02], [-0.04, 0.36, -0.19], [2.46, 0.87, 0.45], [-0.96, -0.59, 0.36], [1.68, 0.28, 2.00], [0.71, -0.63, 0.02], [-1.95, -2.43, -0.12], [0.15, 0.27, 0.11], [0.19, -0.30, 0.30], [-0.07, -0.07, -0.11], [0.01, 0.08, -0.01], [-0.07, 0.09, -0.08], [-0.01, -0.09, -0.05], [0.19, -0.03, 0.01], [0.00, 0.00, -0.03], [0.15, 0.00, -0.19], [-0.32, 0.14, 0.24], [0.32, 0.38, 0.23], [0.42, 0.51, -0.09], [-0.24, -0.01, -0.18]], "e_above_lowest_kj_mol": 592.58, "spin_multiplicity": 1}

{"formula": "C34H58N2O10", "method": "ωB97M-V/def2-TZVPD", "symbols": ["O", "C", "O", "C", "C", "C", "H", "H", "H", "H", "H", "H", "O", "C", "O", "C", "C", "C", "H", "H", "H", "H", "H", "H", "N", "C", "C", "C", "C", "H", "H", "H", "H", "H", "N", "C", "C", "C", "C", "H", "H", "H", "H", "H", "C", "C", "O", "C", "H", "H", "H", "H", "H", "H", "C", "C", "O", "C", "H", "H", "H", "H", "H", "H", "C", "C", "O", "C", "H", "H", "H", "H", "H", "H", "C", "C", "O", "C", "H", "H", "H", "H", "H", "H", "C", "C", "O", "C", "H", "H", "H", "H", "H", "H", "C", "C", "O", "C", "H", "H", "H", "H", "H", "H"], "coordinates": [[0.9091, -1.9604, 3.8907], [0.3266, -0.8702, 3.7069], [0.8971, 0.3209, 3.9271], [0.0776, 1.4461, 3.6832], [-1.3386, 0.8692, 3.2822], [-1.1141, -0.6281, 3.2511], [0.4974, 1.9426, 2.8084], [0.0482, 2.0518, 4.5889], [-1.5086, 1.1055, 2.2317], [-2.1101, 1.1723, 3.9900], [-1.3249, -1.0722, 2.2783], [-1.7435, -1.2249, 3.9112], [0.1024, 4.0259, 0.7751], [-1.1014, 4.1637, 1.2062], [-2.0878, 3.3045, 0.8123], [-3.2189, 3.5224, 1.6172], [-2.8794, 4.4732, 2.6736], [-1.6079, 5.1205, 2.2136], [-3.6638, 2.5926, 1.9718], [-3.9037, 4.0347, 0.9415], [-2.6641, 3.9967, 3.6300], [-3.7384, 5.1258, 2.8299], [-0.7795, 5.1750, 2.9199], [-1.7729, 5.9921, 1.5802], [0.5455, -4.4488, -1.4332], [1.8713, -4.2576, -1.1518], [2.3525, -3.6973, -2.3756], [1.3271, -3.5602, -3.2865], [0.1851, -3.9223, -2.6543], [-0.1069, -4.9517, -0.8487], [2.2291, -4.5132, -0.1653], [3.3862, -3.4666, -2.5867], [1.4165, -3.4475, -4.3569], [-0.7507, -4.2127, -3.1084], [-4.1618, -4.5293, -1.5896], [-3.1982, -3.5318, -1.4953], [-2.3540, -3.8932, -0.4351], [-2.6843, -5.1812, -0.0558], [-3.7981, -5.6367, -0.8393], [-5.0204, -4.4544, -2.1161], [-3.2202, -2.6390, -2.1027], [-1.4389, -3.4249, -0.1039], [-2.0504, -5.7138, 0.6377], [-4.3918, -6.5342, -0.7472], [6.2521, 0.2593, 2.3664], [4.8785, 0.8619, 2.3332], [4.7757, 1.8592, 1.7053], [3.7318, 0.2013, 3.1370], [6.9460, 0.5052, 1.5626], [6.0144, -0.7949, 2.5089], [6.6472, 0.7261, 3.2686], [3.0514, 0.9230, 3.5890], [4.0858, -0.4019, 3.9730], [3.0410, -0.3997, 2.5456], [0.2800, 1.0311, -0.5437], [0.3290, -0.3306, -0.2330], [-0.7173, -0.9753, -0.2494], [1.5883, -1.1055, 0.0317], [0.3303, 1.6185, 0.3730], [-0.6363, 1.3584, -1.0350], [1.0659, 1.2518, -1.2661], [2.1939, -1.0377, -0.8721], [1.3719, -2.1656, 0.1632], [2.1492, -0.6573, 0.8519], [-3.3655, 1.0706, -3.6750], [-4.4022, 1.4061, -2.5247], [-5.5730, 1.7486, -2.7218], [-4.0150, 1.2773, -1.0855], [-3.7494, 1.4467, -4.6233], [-3.1769, -0.0018, -3.7254], [-2.4130, 1.5871, -3.5565], [-3.1348, 1.8650, -0.8245], [-3.6611, 0.2766, -0.8376], [-4.7946, 1.3766, -0.3303], [3.1912, -3.8418, 5.3286], [3.6034, -4.0962, 3.8092], [4.6900, -3.7892, 3.3863], [2.6573, -4.7799, 2.8801], [2.2832, -3.2836, 5.5568], [4.0465, -3.2974, 5.7287], [3.0729, -4.6836, 6.0109], [3.0592, -5.6994, 2.4546], [2.2307, -4.0697, 2.1718], [1.8654, -5.2571, 3.4574], [-1.5670, 4.2061, -2.1583], [-0.8324, 5.4842, -2.2232], [-1.1602, 6.5170, -1.7816], [0.4609, 5.3159, -2.9793], [-0.9431, 3.4889, -1.6250], [-1.5319, 3.8396, -3.1842], [-2.4446, 4.3637, -1.5314], [1.2403, 4.9509, -2.3104], [0.8601, 6.3084, -3.1885], [0.2029, 4.7407, -3.8684], [0.8747, 1.8116, -3.9785], [1.4073, 1.2801, -5.3764], [2.4267, 1.8782, -5.8710], [0.6759, 0.0667, -5.9390], [1.7422, 2.2642, -3.4982], [0.8235, 1.0070, -3.2449], [0.2011, 2.6684, -3.9649], [0.6586, -0.7916, -5.2673], [1.0410, -0.3603, -6.8730], [-0.3678, 0.3146, -6.1323]], "forces_ev_per_a": [[-1.58, 3.44, -0.63], [0.54, -2.56, 0.07], [0.88, -0.82, 0.65], [-1.36, -0.55, -0.78], [1.13, -0.08, -0.19], [0.07, -1.23, 0.57], [0.14, 0.50, 0.37], [0.15, 0.11, -0.24], [-0.58, 0.76, 0.32], [-0.08, 0.11, -0.39], [0.45, 0.06, -0.15], [-0.07, 0.20, 0.29], [-5.34, 0.75, 1.64], [5.03, -2.31, -2.35], [2.05, -0.02, 0.25], [-1.95, -0.21, -1.56], [0.04, 0.76, 2.36], [0.65, 0.03, -0.92], [0.22, -0.09, -0.22], [-0.59, -0.36, 0.00], [-0.19, -0.22, 0.06], [0.31, 0.26, 0.15], [-0.41, 0.80, 0.17], [0.18, 0.66, 0.54], [-0.82, 0.43, 0.45], [-0.67, 0.59, -2.82], [2.13, -0.63, 2.40], [-0.22, 0.20, -0.76], [-0.57, -2.10, 0.31], [0.05, 0.33, -0.02], [0.44, 0.08, -0.35], [0.03, 0.03, 0.17], [0.05, 0.57, 0.13], [-0.16, 0.32, 0.29], [1.01, -0.48, -0.37], [-0.48, -0.33, 1.65], [0.01, 0.61, -1.80], [-1.39, -1.79, -0.88], [1.31, 1.98, 1.76], [0.37, -0.09, -0.10], [-0.18, -0.10, 0.13], [-0.38, 0.56, -0.14], [-0.47, -0.45, 0.10], [-0.01, 0.21, -0.19], [-0.82, -0.84, 1.09], [0.49, -1.14, 0.22], [-1.60, 2.33, -1.14], [0.19, 0.55, 0.29], [-0.61, -0.06, -0.19], [1.14, -0.33, 0.12], [0.38, -0.53, 0.37], [0.47, 0.43, -0.23], [0.20, -0.23, -0.23], [0.53, -0.23, -0.24], [0.33, 3.40, -1.02], [-1.66, -4.59, 0.29], [-0.07, 0.03, 0.28], [0.20, 0.59, -0.28], [0.61, 0.37, -0.13], [-0.26, -0.52, 0.18], [0.46, 0.56, 0.59], [0.29, 0.10, -0.01], [-0.12, 0.33, 0.31], [0.11, -0.16, -0.05], [-1.02, 0.83, 0.73], [-1.83, 0.40, -0.21], [2.11, -0.57, -0.79], [1.31, -1.00, 0.84], [-0.34, -0.29, 0.07], [-0.07, 0.02, 0.07], [0.07, -0.11, 0.52], [-0.08, 0.36, -0.10], [0.30, -0.46, -0.52], [-0.37, 0.73, -0.61], [1.01, 0.38, -0.42], [-0.30, -0.29, 1.16], [0.12, 0.44, 0.57], [-1.28, -1.14, 0.85], [-0.02, 0.29, -0.90], [-0.08, 0.20, 0.07], [0.24, -0.78, -0.68], [0.77, 0.57, -0.66], [0.11, -0.20, -0.10], [-0.59, 0.63, 0.14], [0.20, -0.17, 0.91], [2.30, -2.32, -1.31], [-1.52, 2.89, 1.65], [0.19, 1.29, 0.23], [0.22, 0.04, 0.17], [-1.32, -0.17, 0.07], [-0.60, -0.47, -0.91], [-0.18, -0.96, -0.18], [-0.28, 0.05, -0.60], [0.93, -0.02, -0.01], [2.45, -0.29, -0.44], [2.95, 2.54, -0.16], [-4.31, -2.84, 1.46], [0.18, -0.06, -0.57], [0.53, 0.49, -0.53], [-1.54, -0.27, -0.42], [-0.69, -0.86, -0.22], [0.08, 0.31, 0.56], [0.47, 0.57, -0.07], [-0.12, 0.25, 0.23]], "spin_multiplicity": 1, "smiles": "c1cc[nH]c1.c1cc[nH]c1.O=C1CCCO1.O=C1CCCO1.CC(C)=O.CC(C)=O.CC(C)=O.CC(C)=O.CC(C)=O.CC(C)=O"}

no.,E (Ha),HOMO-LUMO gap (eV)
1,-399.5216,7.09
2,-2192.0642,8.36